Here is 5 unconnected molecules or ions with the total composition C44H63BClN3O12S2 from the OMol25 dataset. Energies are from the ωB97M-V functional and the def2-TZVPD basis.

ORCA input file:
```
! wB97M-V def2-TZVPD RIJCOSX def2/J DEFGRID3
* xyz 0 1
C 6.44135 -0.22867 -1.23375
C 6.02486 1.26997 -1.33615
O 5.70760 1.68469 -2.44716
N 6.02069 2.19507 -0.24370
C 4.88463 1.90470 0.70328
C 3.61282 2.70427 0.16926
C 3.61363 4.18461 0.70350
C 2.63737 5.16513 -0.06323
C 2.58761 4.96984 -1.60616
C 1.43305 4.78813 -2.33004
C 0.02999 4.77680 -1.64022
C -0.26142 3.39320 -0.93457
C -0.76703 2.33935 -2.01152
S -2.52390 1.85265 -1.70912
C -2.87975 0.41285 -2.79515
S -3.95488 0.56307 -4.03560
N -2.24709 -0.87662 -2.57389
C -1.63705 -0.99620 -1.25977
C -2.55383 -1.06673 -0.10407
C -2.11450 -1.14119 1.27951
C -0.67184 -1.13349 1.56247
C 0.24875 -1.09250 0.42846
C -0.20746 -1.01524 -0.97228
C -1.35684 -1.25411 -3.66140
C -1.61990 -2.54235 -4.33809
C -0.78484 -2.95796 -5.47168
C 0.33070 -2.15597 -5.98846
C 0.60532 -0.88584 -5.30612
C -0.24844 -0.46538 -4.18268
C 1.58885 4.58849 -3.87812
O 0.58979 4.68651 -4.56032
C 2.97632 4.27324 -4.54062
B 3.10719 3.76723 -6.06264
N 2.23445 4.42708 -7.07676
O 3.99084 2.77404 -6.52545
C 4.11102 4.47358 -3.80803
Cl 5.77496 4.18805 -4.39544
C 3.95957 5.00059 -2.35768
O 4.92063 5.43715 -1.75275
H 6.37378 -0.70810 -2.24570
H 5.75426 -0.81180 -0.55177
H 7.51472 -0.35191 -0.90724
H 5.88069 3.11410 -0.67798
H 4.73305 0.78943 0.63175
H 5.17144 2.20367 1.74538
H 3.63804 2.60691 -0.94705
H 2.67700 2.20614 0.55116
H 4.61894 4.67269 0.74771
H 3.23762 4.13388 1.76946
H 1.60463 5.18323 0.38564
H 3.03720 6.21056 0.10824
H -0.81504 4.98316 -2.34155
H -0.01562 5.56128 -0.83172
H -1.10382 3.50148 -0.18874
H 0.62398 2.96649 -0.39842
H -0.63103 2.67721 -3.07243
H -0.15977 1.40132 -1.84261
H -3.65596 -1.05637 -0.30575
H -2.85032 -1.16415 2.14350
H -0.31384 -1.15957 2.62242
H 1.35461 -1.10749 0.68677
H 0.53617 -0.96970 -1.79645
H -2.46067 -3.21691 -4.04467
H -1.00167 -3.91394 -6.00306
H 0.95020 -2.47535 -6.86397
H 1.44870 -0.24615 -5.67286
H 0.00275 0.51570 -3.72035
H 2.75672 4.49360 -7.95678
H 1.40800 3.83169 -7.17740
H 3.94154 1.96417 -5.98735
C 6.69478 -1.77977 4.55155
C 6.57245 -1.24244 3.13991
O 5.30516 -1.58520 2.56384
C 4.17997 -0.87010 2.73872
C 4.14162 0.18963 3.80757
O 3.19831 -1.13199 2.09128
H 5.94516 -1.34428 5.21391
H 7.68369 -1.56392 4.95966
H 6.53776 -2.85987 4.56109
H 6.74989 -0.16642 3.08326
H 7.32775 -1.71350 2.50954
H 3.73416 -0.24035 4.72285
H 3.48951 0.99549 3.46849
H 5.10803 0.64413 4.01482
C -5.98242 1.77731 5.91357
C -5.33128 1.50348 4.57496
O -4.32084 0.49474 4.69539
C -4.56598 -0.82867 4.64926
C -5.98504 -1.31641 4.76029
O -3.64476 -1.60417 4.59389
H -6.49065 0.89192 6.29912
H -6.71065 2.58632 5.83079
H -5.22730 2.05741 6.65167
H -6.05638 1.24430 3.80108
H -4.82087 2.40375 4.22968
H -6.20364 -1.54649 5.80475
H -6.08330 -2.22423 4.16418
H -6.72457 -0.61673 4.37709
C -3.49127 -1.42542 10.78643
C -3.63759 -0.82722 9.40183
O -4.89009 -1.19418 8.80944
C -6.04431 -0.53724 9.01514
C -6.12700 0.46723 10.13372
O -7.01639 -0.80640 8.35479
H -4.25725 -1.05329 11.46848
H -2.51147 -1.18854 11.20480
H -3.60353 -2.51031 10.74442
H -3.50481 0.25658 9.39634
H -2.86460 -1.23616 8.75012
H -6.51639 -0.02267 11.02647
H -6.81134 1.26083 9.83216
H -5.18050 0.95107 10.36434
C -3.03787 -8.63839 -8.61667
C -1.90965 -7.85189 -7.98020
O -1.75064 -6.57453 -8.60888
C -2.45763 -5.47724 -8.27771
C -3.67673 -5.62685 -7.40587
O -2.15723 -4.40393 -8.73553
H -3.99723 -8.13279 -8.49802
H -3.11295 -9.63141 -8.16986
H -2.86650 -8.74665 -9.68922
H -2.03007 -7.74433 -6.90026
H -0.96971 -8.38337 -8.13469
H -4.55961 -5.72124 -8.03846
H -3.77006 -4.73129 -6.79034
H -3.62776 -6.46753 -6.71702
*
```

Output
* total energy: -110556.8985 eV
* SMILES string: CC(=O)NCCCCC1=C(CCCSC(=S)N(c2ccccc2)c2ccccc2)C(=O)C(B(N)O)=C(Cl)C1=O.CCOC(C)=O.CCOC(C)=O.CCOC(C)=O.CCOC(C)=O

Here is a molecular structure, C44H64BCaF3KN2NaO16S2 from the OMol25 dataset. Energies are from the ωB97M-V functional and the def2-TZVPD basis.

ORCA input file:
```
! wB97M-V def2-TZVPD RIJCOSX def2/J DEFGRID3
* xyz 2 1
C 7.15747 -1.00139 1.58546
C 7.10297 -1.51352 0.14864
C 5.91797 -1.02297 -0.71106
C 5.37871 0.33298 -0.25082
C 4.73914 -1.98463 -0.71884
C 4.48286 -2.75316 0.41184
C 3.37127 -3.56810 0.49318
C 2.49512 -3.60687 -0.57592
C 2.74657 -2.87837 -1.72809
C 3.87673 -2.05738 -1.82685
C 4.05947 -1.25417 -3.08283
S 1.53421 -2.98118 -3.01306
C 0.09382 -2.91525 -1.96903
C -1.01878 -2.14663 -2.30807
C -1.11395 -1.37962 -3.61058
C -1.72703 0.00390 -3.39772
C -0.98556 0.79510 -2.33326
O -0.72411 2.11409 -2.81279
C -2.05311 -2.09729 -1.38213
C -1.98636 -2.76891 -0.16898
S -3.31541 -2.59453 0.98925
C -0.88737 -3.55074 0.16561
C -0.70155 -4.20417 1.50819
C 0.29191 -3.23284 2.19003
C -0.32089 -1.90188 2.65407
N 0.11848 -0.83337 1.74120
C 0.14095 -3.61311 -0.77012
N 1.30156 -4.37648 -0.44197
O 1.37992 -5.55566 -1.25233
H 7.31633 0.07087 1.60876
H 6.21248 -1.16884 2.09478
H 7.93042 -1.50723 2.15581
H 7.18197 -2.60252 0.13619
H 8.00784 -1.14041 -0.34804
H 6.28963 -0.94216 -1.73122
H 4.59018 0.64093 -0.93358
H 6.14804 1.09880 -0.21834
H 4.89555 0.23453 0.71744
H 5.11682 -2.70255 1.28085
H 3.18267 -4.13693 1.39091
H 3.30673 -0.46685 -3.10535
H 5.02401 -0.76848 -3.15671
H 3.89071 -1.85844 -3.96931
H -1.71646 -1.97954 -4.28876
H -0.10250 -1.25582 -3.98633
H -1.65653 0.54537 -4.33918
H -2.78868 -0.07390 -3.18118
H -1.57300 0.81579 -1.41145
H -0.04231 0.30402 -2.07897
H -0.53608 2.66223 -2.04836
H -2.92232 -1.50141 -1.61176
H -3.39056 -1.26509 0.95232
H -0.17541 -5.14390 1.37089
H -1.62591 -4.35514 2.04816
H 0.98736 -2.94385 1.41640
H 0.88061 -3.71315 2.97209
H -1.40447 -1.99486 2.67138
H 0.02192 -1.70095 3.66411
H -0.61996 -0.65720 1.06878
H 0.26370 0.04228 2.22831
H 1.30743 -6.31340 -0.67443
K 2.85694 -6.75834 -0.76155
O 9.64787 -3.37082 0.00576
C 10.72557 -3.02182 -0.45407
O 11.84434 -3.21521 0.16088
C 13.17953 -3.01245 -0.40175
C 13.63220 -1.57907 -0.26907
C 10.74975 -2.26102 -1.78379
H 13.21261 -3.37764 -1.42997
H 13.81628 -3.66969 0.18182
H 12.99775 -0.88939 -0.82885
H 14.65133 -1.47932 -0.63784
H 13.60427 -1.27054 0.77449
H 10.59970 -1.19366 -1.62652
H 9.91265 -2.60527 -2.38539
H 11.65914 -2.41101 -2.36566
O -2.71141 0.53798 1.90559
C -2.71557 1.70995 1.69299
O -3.92873 2.28089 1.36893
C -4.16607 3.68952 1.26045
C -3.79532 4.24214 -0.09293
C -1.45663 2.54616 1.68835
H -3.64805 4.23176 2.06997
H -5.23862 3.81773 1.42158
H -2.73158 4.12125 -0.29888
H -4.04366 5.30014 -0.15586
H -4.34725 3.70382 -0.86179
H -0.99670 2.46430 0.70490
H -0.77173 2.13240 2.43051
H -1.60260 3.60383 1.91393
C -1.20204 -7.85338 -2.93233
O -0.13595 -7.96458 -2.26460
O -1.32735 -6.68049 -3.66251
O -2.11335 -8.66584 -2.99022
H -0.50463 -6.22074 -3.44743
B 3.63640 2.14889 5.14432
O 3.89007 0.86232 4.38831
C 2.86713 0.58522 3.63022
O 2.74344 -0.35728 2.88983
C 1.80072 1.70417 3.81840
O 0.72974 1.74974 3.24750
O 2.25541 2.56745 4.67002
F 4.56583 3.09711 4.79058
F 3.62796 1.91908 6.49343
O -4.48247 0.21764 -1.12018
H -4.26246 0.86347 -0.44044
H -5.28325 -0.20883 -0.79583
Na -3.78339 3.56887 3.94596
Ca 9.16219 -4.29108 -2.47902
F -6.74529 5.45328 -0.55169
C -7.21188 4.61835 -1.52170
C -6.41129 4.36787 -2.61702
C -6.88382 3.51016 -3.60060
C -8.13771 2.93069 -3.47828
C -8.92376 3.20537 -2.36738
C -8.46114 4.05450 -1.37284
H -5.44031 4.83816 -2.69786
H -6.26938 3.29675 -4.46428
H -8.50282 2.26630 -4.24881
H -9.90327 2.75782 -2.27203
H -9.05203 4.27338 -0.49421
O -9.00831 3.96188 2.11826
C -9.87591 4.75412 2.38722
O -11.14919 4.36179 2.27103
C -12.26293 5.14708 2.72597
C -12.71102 6.15444 1.68975
C -9.56513 6.18575 2.75875
H -12.03629 5.61260 3.68542
H -13.05389 4.42373 2.90901
H -11.93157 6.88511 1.47282
H -13.59363 6.68860 2.03934
H -12.95430 5.64902 0.75586
H -9.44081 6.76280 1.84298
H -8.62961 6.19658 3.31127
H -10.31985 6.65946 3.37964
*
```

Output
* total energy: -152069.7333 eV

Question: Which of these has the lowest total energy?
Answer: C44H64BCaF3KN2NaO16S2

Question: Among the records above, which one has the highest total energy?
Answer: C44H63BClN3O12S2